# C19H60F6O11P

A cluster of 12 separate species, C19H60F6O11P in total in a non-equilibrium geometry (wB97M-V/def2-TZVPD, the OMol25 dataset).

ORCA input file:
```
! wB97M-V def2-TZVPD RIJCOSX def2/J DEFGRID3
* xyz -1 1
P -0.528 -0.539 0.325
F -0.157 -1.396 -0.964
F 1.044 -0.238 0.579
F -0.690 0.822 -0.561
F -0.900 0.397 1.624
F -2.121 -0.818 0.017
F -0.460 -1.772 1.323
C -3.271 -0.644 -3.202
O -4.248 0.367 -3.503
H -3.751 -1.351 -2.517
H -2.996 -1.141 -4.129
H -2.409 -0.193 -2.709
H -4.195 1.001 -2.771
C 3.899 0.960 3.512
O 3.079 1.225 2.380
H 4.901 0.682 3.183
H 3.993 1.911 4.047
H 3.453 0.246 4.205
H 3.180 0.474 1.773
C 2.192 2.978 -0.313
O 2.655 3.489 -1.546
H 1.112 3.099 -0.181
H 2.370 1.910 -0.219
H 2.664 3.503 0.521
H 2.021 4.142 -1.847
C -3.057 -0.326 4.072
O -3.250 -1.745 4.082
H -3.978 0.220 3.850
H -2.564 0.011 4.986
H -2.383 -0.105 3.242
H -3.888 -2.006 4.750
C -0.055 2.231 -3.661
C 1.077 1.214 -3.692
C 0.536 -0.151 -4.029
O 2.075 1.541 -4.648
H 0.293 3.190 -3.275
H -0.858 1.866 -3.012
H -0.535 2.343 -4.639
H 1.455 1.199 -2.659
H -0.193 -0.535 -3.319
H 1.252 -0.933 -4.287
H -0.035 -0.064 -4.973
H 2.433 2.404 -4.417
C -3.520 4.245 -1.507
C -2.897 3.069 -0.786
C -2.981 3.228 0.738
O -3.539 1.869 -1.206
H -4.587 4.291 -1.258
H -3.463 4.117 -2.591
H -3.066 5.191 -1.224
H -1.834 2.984 -1.047
H -2.363 2.485 1.241
H -4.022 3.149 1.065
H -2.650 4.225 1.037
H -3.113 1.130 -0.750
C 3.447 -1.222 -1.529
C 4.325 -1.030 -0.314
C 5.031 0.307 -0.325
O 3.545 -1.141 0.897
H 3.034 -2.222 -1.631
H 4.056 -1.027 -2.420
H 2.666 -0.456 -1.522
H 5.067 -1.837 -0.263
H 4.291 1.106 -0.482
H 5.759 0.377 -1.131
H 5.425 0.503 0.672
H 2.618 -1.100 0.629
C -1.674 -3.376 -2.745
C -0.393 -4.095 -3.078
C -0.501 -4.908 -4.368
O 0.672 -3.127 -3.196
H -1.987 -2.775 -3.609
H -1.525 -2.716 -1.894
H -2.509 -4.055 -2.550
H -0.087 -4.767 -2.276
H -1.182 -5.751 -4.223
H 0.482 -5.294 -4.642
H -0.844 -4.286 -5.198
H 0.330 -2.391 -3.716
C 0.564 0.192 5.127
C 0.930 -1.271 5.323
C 0.162 -1.947 6.447
O 0.787 -1.960 4.076
H 0.830 0.785 6.008
H -0.491 0.319 4.885
H 1.163 0.563 4.298
H 1.999 -1.318 5.550
H -0.858 -2.215 6.185
H 0.210 -1.292 7.325
H 0.698 -2.847 6.765
H -0.160 -2.056 3.922
O -3.090 -3.170 1.427
H -2.835 -2.848 2.299
H -2.953 -2.404 0.858
O 0.430 2.757 2.581
H 0.078 2.030 2.041
H 1.364 2.515 2.689
*
```

Output
Energy above the lowest of the compared OMol25 structures with the same formula, charge and spin   93.41 kJ/mol
Highest occupied orbital energy   -7.40 eV
Lowest unoccupied orbital energy   2.6 eV
Total energy   -2528.38191 hartree

***

# C19H60O11

A cluster of 11 separate species, C19H60O11 in total in a non-equilibrium geometry (wB97M-V/def2-TZVPD, the OMol25 dataset).

ORCA input file:
```
! wB97M-V def2-TZVPD RIJCOSX def2/J DEFGRID3
* xyz 0 1
C -27.003 -23.552 10.770
C -28.516 -23.416 10.898
O -28.943 -23.035 12.188
H -26.500 -22.852 11.437
H -26.655 -23.327 9.759
H -26.617 -24.553 10.982
H -29.160 -24.203 10.511
H -28.790 -22.553 10.264
H -28.592 -22.187 12.464
C -38.598 -25.924 9.156
C -37.987 -25.814 10.543
O -36.582 -25.918 10.364
H -39.683 -25.917 9.192
H -38.237 -26.877 8.759
H -38.140 -25.174 8.512
H -38.312 -26.619 11.210
H -38.286 -24.876 11.026
H -36.086 -25.819 11.187
C -34.038 -27.861 9.325
C -34.212 -26.660 8.397
O -33.361 -26.834 7.252
H -34.527 -28.735 8.892
H -34.481 -27.667 10.302
H -32.977 -28.050 9.470
H -33.901 -25.756 8.932
H -35.217 -26.352 8.108
H -33.886 -27.139 6.509
C -30.469 -22.799 16.137
C -31.562 -23.108 15.112
O -32.346 -24.192 15.591
H -29.703 -22.148 15.702
H -29.966 -23.681 16.528
H -30.934 -22.274 16.975
H -31.045 -23.352 14.172
H -32.132 -22.214 14.861
H -31.835 -25.007 15.446
C -33.419 -27.477 16.860
C -32.756 -27.654 15.498
O -31.574 -26.856 15.470
H -34.375 -26.956 16.821
H -32.734 -26.983 17.548
H -33.675 -28.436 17.319
H -33.376 -27.292 14.674
H -32.597 -28.725 15.347
H -31.077 -27.012 14.649
C -30.550 -24.101 6.846
C -30.158 -25.280 7.738
O -31.225 -25.708 8.577
H -30.675 -23.159 7.383
H -31.429 -24.328 6.248
H -29.707 -23.900 6.175
H -29.278 -25.056 8.335
H -29.945 -26.104 7.048
H -31.825 -26.223 8.015
C -35.855 -28.416 14.375
C -36.273 -27.566 13.168
O -35.727 -26.249 13.277
H -36.600 -29.153 14.668
H -35.626 -27.743 15.200
H -34.928 -28.940 14.133
H -37.371 -27.514 13.173
H -36.031 -27.926 12.170
H -36.204 -25.781 13.969
C -33.054 -25.301 12.323
C -31.543 -25.291 12.032
O -31.189 -26.477 11.339
H -33.293 -26.285 12.725
H -33.599 -25.014 11.431
H -33.244 -24.631 13.165
H -30.977 -25.164 12.962
H -31.260 -24.426 11.424
H -31.047 -26.289 10.403
C -35.348 -22.723 12.188
O -35.195 -21.386 12.604
H -34.445 -23.024 11.672
H -35.597 -23.375 13.032
H -36.172 -22.923 11.485
H -35.871 -21.155 13.244
C -28.447 -27.758 9.444
O -27.581 -28.609 8.674
H -28.199 -26.733 9.172
H -29.462 -27.950 9.097
H -28.426 -27.952 10.516
H -26.726 -28.590 9.115
C -28.636 -26.740 14.205
O -29.547 -27.686 13.651
H -27.659 -26.733 13.703
H -29.007 -25.724 14.041
H -28.439 -26.996 15.242
H -30.026 -27.242 12.942
*
```

Output
Energy above the lowest of the compared OMol25 structures with the same formula, charge and spin   344.56 kJ/mol
Highest occupied orbital energy   -9.45 eV
Lowest unoccupied orbital energy   0.5 eV
Total energy   -1587.38581 hartree

***

# C19H60O11

A cluster of 11 separate species, C19H60O11 in total in a non-equilibrium geometry (wB97M-V/def2-TZVPD, the OMol25 dataset).

ORCA input file:
```
! wB97M-V def2-TZVPD RIJCOSX def2/J DEFGRID3
* xyz 0 1
C 1.797 3.745 2.251
C 2.707 3.611 0.983
O 3.052 2.229 0.756
H 2.347 3.405 3.193
H 0.873 3.176 2.122
H 1.551 4.812 2.394
H 3.590 4.112 1.096
H 2.203 4.005 0.145
H 2.237 1.663 0.730
C -3.413 0.138 -5.026
C -3.549 1.462 -4.216
O -4.160 1.139 -2.968
H -3.041 -0.615 -4.309
H -2.736 0.208 -5.859
H -4.295 -0.135 -5.457
H -4.110 2.254 -4.787
H -2.570 1.929 -4.046
H -4.033 1.866 -2.260
C 2.252 0.498 4.729
C 2.972 -0.610 4.011
O 2.463 -0.829 2.679
H 2.149 1.428 4.255
H 2.843 0.688 5.595
H 1.286 0.223 5.016
H 2.943 -1.635 4.579
H 4.092 -0.385 3.948
H 3.096 -0.389 2.159
C 2.698 -3.957 1.902
C 3.091 -3.188 0.667
O 2.042 -2.356 0.175
H 2.755 -3.457 2.858
H 3.290 -4.867 2.076
H 1.642 -4.380 1.815
H 3.280 -3.852 -0.153
H 4.018 -2.643 0.732
H 1.833 -1.616 0.797
C -5.444 -1.902 0.017
C -4.063 -2.393 -0.632
O -3.008 -1.467 -0.468
H -5.344 -1.677 1.132
H -6.267 -2.601 -0.198
H -5.790 -0.945 -0.447
H -4.310 -2.631 -1.705
H -3.833 -3.405 -0.201
H -2.156 -1.947 -0.527
C -2.568 -0.087 3.154
C -2.542 1.149 2.379
O -2.215 1.016 0.980
H -1.485 -0.397 3.260
H -3.199 -0.957 2.987
H -2.771 0.309 4.202
H -1.874 1.932 2.823
H -3.609 1.509 2.391
H -2.588 0.228 0.592
C -2.665 4.931 -0.068
C -2.579 3.911 -1.160
O -3.318 2.742 -0.893
H -3.751 5.174 0.083
H -2.090 5.785 -0.356
H -2.359 4.490 0.940
H -1.496 3.669 -1.297
H -2.909 4.293 -2.125
H -3.007 2.202 -0.147
C 0.388 1.227 -2.468
C 0.721 0.376 -1.320
O 0.538 1.126 -0.098
H 1.115 2.021 -2.574
H -0.687 1.579 -2.311
H 0.382 0.660 -3.426
H 1.766 0.047 -1.348
H 0.105 -0.518 -1.222
H -0.286 0.908 0.271
C 5.358 -0.158 0.264
O 5.047 0.369 1.556
H 6.327 0.205 -0.100
H 5.508 -1.253 0.372
H 4.638 0.173 -0.511
H 4.708 1.285 1.424
C 3.327 -2.540 -3.675
O 2.427 -3.060 -2.733
H 4.252 -2.084 -3.203
H 3.684 -3.491 -4.107
H 2.879 -1.810 -4.345
H 2.010 -2.356 -2.186
C -0.889 -4.102 -1.096
O -0.464 -2.824 -0.702
H -1.272 -4.675 -0.201
H -1.758 -4.075 -1.818
H -0.130 -4.735 -1.546
H 0.348 -2.903 -0.192
*
```

Output
Energy above the lowest of the compared OMol25 structures with the same formula, charge and spin   360.77 kJ/mol
Highest occupied orbital energy   -9.17 eV
Lowest unoccupied orbital energy   0.7 eV
Total energy   -1587.37964 hartree

***

# C19H60O11S8

A cluster of 11 separate species, C19H60O11S8 in total in a non-equilibrium geometry (wB97M-V/def2-TZVPD, the OMol25 dataset).

ORCA input file:
```
! wB97M-V def2-TZVPD RIJCOSX def2/J DEFGRID3
* xyz 0 1
C -3.997 3.747 1.827
S -5.201 2.788 2.736
O -6.481 3.508 2.648
C -5.309 1.478 1.558
H -4.584 4.121 1.000
H -3.265 2.979 1.518
H -3.483 4.438 2.471
H -4.864 1.735 0.580
H -6.374 1.319 1.400
H -4.842 0.526 1.835
C 4.054 0.008 4.497
S 2.770 1.119 4.927
O 1.662 0.933 3.959
C 2.313 0.245 6.410
H 3.638 -1.022 4.450
H 4.853 0.187 5.226
H 4.601 0.309 3.593
H 1.512 0.774 6.911
H 3.150 0.303 7.104
H 1.977 -0.758 6.066
C 5.473 3.371 1.005
S 6.430 1.864 1.244
O 6.195 1.431 2.630
C 5.411 0.842 0.216
H 4.407 3.236 1.126
H 5.856 3.954 0.167
H 5.801 4.033 1.827
H 5.937 -0.120 0.317
H 5.292 1.219 -0.801
H 4.401 0.669 0.573
C 1.917 0.948 -4.840
S 1.721 2.173 -3.570
O 1.206 1.426 -2.384
C 3.465 2.259 -3.228
H 2.414 1.429 -5.698
H 0.898 0.645 -5.157
H 2.354 0.019 -4.495
H 4.076 2.358 -4.120
H 3.710 1.263 -2.823
H 3.667 3.079 -2.522
C 1.326 -3.881 3.232
S 1.211 -5.625 3.074
O 2.595 -6.148 3.149
C 0.404 -5.909 4.637
H 0.345 -3.427 3.351
H 1.722 -3.444 2.333
H 1.962 -3.675 4.090
H -0.566 -5.430 4.617
H 1.024 -5.575 5.465
H 0.319 -6.993 4.767
C -2.439 4.775 -3.835
S -2.230 3.251 -2.985
O -3.492 2.893 -2.295
C -1.933 2.271 -4.430
H -2.566 5.520 -3.056
H -3.354 4.713 -4.444
H -1.583 5.028 -4.470
H -2.535 2.486 -5.329
H -2.044 1.224 -4.137
H -0.867 2.402 -4.685
C -1.123 -2.502 -3.138
S -0.836 -4.103 -3.838
O -2.087 -4.821 -3.720
C -0.653 -3.698 -5.516
H -1.106 -2.675 -2.033
H -2.126 -2.152 -3.339
H -0.337 -1.804 -3.391
H 0.198 -3.008 -5.677
H -1.596 -3.229 -5.778
H -0.512 -4.656 -6.007
C 1.042 0.785 0.859
S 0.201 -0.560 0.022
O -0.374 -1.421 1.141
C -1.225 0.320 -0.560
H 0.499 0.981 1.781
H 1.028 1.641 0.207
H 2.030 0.492 1.243
H -1.595 0.969 0.211
H -1.944 -0.445 -0.823
H -0.876 0.978 -1.335
C 0.550 -4.469 -0.259
O -0.778 -4.043 0.127
H 1.094 -5.026 0.521
H 0.449 -5.139 -1.143
H 1.177 -3.611 -0.531
H -0.743 -3.176 0.609
C -1.625 1.072 3.675
O -2.356 0.457 2.623
H -0.906 1.796 3.273
H -2.318 1.553 4.344
H -1.054 0.395 4.337
H -1.937 -0.379 2.375
C -5.079 -0.332 -3.151
O -4.848 0.747 -4.064
H -6.010 -0.109 -2.624
H -5.212 -1.257 -3.732
H -4.282 -0.428 -2.400
H -4.791 1.567 -3.525
*
```

Output
Highest occupied orbital energy   -8.29 eV
Lowest unoccupied orbital energy   -0.3 eV
Total energy   -4772.70954 hartree

***

# C19H70F3N3O23P

A cluster of 18 separate species, C19H70F3N3O23P in total in a non-equilibrium geometry (wB97M-V/def2-TZVPD, the OMol25 dataset).

ORCA input file:
```
! wB97M-V def2-TZVPD RIJCOSX def2/J DEFGRID3
* xyz -1 1
C -0.316 -3.262 -0.884
C -0.949 -2.447 0.271
C -0.265 -1.103 0.611
C -1.085 0.170 0.334
C -2.159 0.532 1.406
C -2.764 -0.604 2.263
C -2.059 -0.821 3.632
C -1.241 -2.111 3.767
N -1.357 -2.648 5.171
C -0.734 -3.937 5.204
C 0.771 -4.037 5.232
O -1.423 -4.934 5.167
O -1.797 -0.003 -0.895
P -0.819 0.289 -2.293
C -1.856 1.723 -2.936
F 0.287 0.692 -3.575
C -1.870 -0.928 -3.390
O -1.236 -1.290 -4.616
C -0.616 -2.559 -4.637
C 0.907 -2.522 -4.365
O 0.211 1.295 -1.294
C -0.232 1.449 0.037
C -0.982 2.807 0.061
C -0.852 3.675 1.320
N 0.429 4.393 1.367
N 1.106 1.570 0.746
C 2.170 1.250 -0.145
O 2.674 0.201 -0.369
F 2.651 2.358 -0.698
C 1.278 1.158 2.056
O 0.872 1.708 3.034
F 2.066 0.080 2.226
H -1.075 -3.507 -1.622
H 0.045 -4.220 -0.493
H 0.542 -2.759 -1.327
H -2.017 -2.345 0.101
H -0.844 -3.077 1.160
H 0.031 -1.128 1.662
H 0.667 -1.038 0.047
H -1.719 1.240 2.110
H -2.970 0.997 0.853
H -3.775 -0.275 2.514
H -2.879 -1.540 1.722
H -1.459 0.053 3.886
H -2.833 -0.876 4.403
H -1.554 -2.870 3.054
H -0.187 -1.872 3.586
H -0.753 -2.041 5.725
H 1.044 -5.087 5.306
H 1.212 -3.504 6.078
H 1.224 -3.637 4.323
H 0.031 -0.833 -2.090
H -1.374 2.679 -2.711
H -2.857 1.712 -2.494
H -1.951 1.666 -4.019
H -2.837 -0.486 -3.660
H -2.096 -1.808 -2.772
H -0.758 -2.962 -5.644
H -1.076 -3.265 -3.942
H 1.444 -2.752 -5.289
H 1.150 -3.336 -3.682
H 1.245 -1.561 -3.985
H -0.527 3.376 -0.748
H -2.027 2.657 -0.204
H -1.055 3.133 2.245
H -1.643 4.432 1.259
H 0.289 5.387 1.469
H 1.008 4.074 2.129
O 1.743 3.463 -3.762
H 2.180 3.227 -4.588
H 1.363 2.623 -3.464
O 2.059 -5.019 -2.483
H 2.795 -5.517 -2.852
H 2.296 -4.883 -1.558
O 1.535 2.983 -6.722
H 0.998 2.272 -7.087
H 1.083 3.790 -6.984
O -2.296 -5.236 -3.060
H -2.756 -5.299 -3.903
H -1.846 -6.082 -2.966
O 0.750 -4.053 -7.345
H 0.665 -4.863 -7.859
H 1.165 -3.432 -7.952
O 2.802 6.066 2.168
H 3.444 5.537 1.685
H 3.090 6.006 3.086
O -0.260 7.597 1.050
H -0.367 8.394 1.576
H 0.432 7.833 0.423
O 5.807 0.092 -1.055
H 5.564 -0.500 -1.775
H 4.953 0.430 -0.767
O -2.267 7.787 -1.592
H -1.606 7.267 -2.060
H -1.992 7.731 -0.669
O -5.792 1.222 3.266
H -6.053 1.875 3.923
H -6.332 0.450 3.458
O 3.801 0.004 -3.520
H 3.156 -0.132 -2.813
H 3.304 0.493 -4.183
O 0.308 -6.161 2.816
H 0.215 -7.060 3.145
H -0.383 -5.668 3.273
O 1.023 -7.772 -3.342
H 0.895 -6.839 -3.121
H 1.956 -7.833 -3.561
O -2.382 -7.406 6.526
H -2.377 -8.142 5.908
H -1.951 -6.684 6.049
O 1.500 9.993 0.784
H 1.442 10.880 1.152
H 2.431 9.879 0.565
O -1.414 2.259 4.824
H -0.599 2.393 4.322
H -1.210 2.576 5.708
O 5.196 5.717 4.262
H 5.428 4.785 4.198
H 6.025 6.185 4.119
*
```

Output
Highest occupied orbital energy   -4.45 eV
Lowest unoccupied orbital energy   1.8 eV
Total energy   -3301.74302 hartree